Formula: C19H26N4O3S
Source: the Open Molecules 2025 dataset
Level of theory: wB97M-V/def2-TZVPD

Geometry as XYZ:
```
53
Properties=species:S:1:pos:R:3:forces:R:3
C 0.372 3.644 -0.034 -0.22 0.02 0.09
C -0.814 3.714 0.929 0.08 -0.24 -0.31
N -0.415 3.997 2.291 -0.09 0.33 0.01
C -0.021 5.365 2.600 0.23 0.10 0.28
C 1.489 5.517 2.751 -0.21 -0.01 0.00
C -0.385 3.122 3.316 -0.22 -0.27 -0.19
O -0.076 3.461 4.444 0.14 0.01 0.39
C -0.758 1.668 3.056 0.15 -0.20 0.03
S 0.539 0.785 2.125 0.20 0.04 0.30
C -0.373 0.301 0.723 -0.17 0.11 -0.03
N -1.622 0.597 0.483 0.43 0.17 0.89
N -1.947 0.039 -0.689 -0.28 -0.46 -1.09
C -0.900 -0.586 -1.166 -0.09 0.29 0.33
C -0.930 -1.317 -2.420 0.02 -0.25 -0.36
C 0.159 -1.413 -3.285 -0.23 0.00 0.10
C 0.054 -2.108 -4.472 -0.10 -0.22 -0.28
C -1.145 -2.721 -4.823 -0.04 0.20 0.35
O -1.201 -3.401 -5.995 0.00 -0.11 -0.19
C -2.243 -2.612 -3.974 0.05 -0.05 -0.18
C -2.135 -1.914 -2.789 0.21 0.03 0.04
N 0.158 -0.442 -0.293 -0.74 0.42 0.16
C 1.455 -1.059 -0.283 0.62 -0.63 -0.20
C 1.347 -2.593 -0.180 -0.38 0.23 -0.08
C 0.651 -3.037 1.123 0.07 -0.03 -0.10
C 1.599 -4.099 1.683 0.18 0.08 -0.20
C 2.938 -3.634 1.116 0.02 -0.16 0.34
O 2.642 -3.164 -0.185 0.07 0.12 -0.22
H 0.025 3.305 -1.007 -0.01 0.00 -0.16
H 1.120 2.945 0.333 0.06 -0.03 0.01
H 0.837 4.619 -0.154 0.08 0.10 -0.05
H -1.495 4.509 0.604 -0.02 -0.11 0.06
H -1.368 2.776 0.886 0.01 0.18 0.05
H -0.395 6.013 1.805 -0.05 -0.06 0.02
H -0.498 5.645 3.544 0.00 0.05 -0.17
H 1.732 6.552 2.976 0.09 0.12 0.03
H 2.008 5.224 1.842 0.07 0.00 -0.10
H 1.835 4.893 3.570 0.06 -0.02 0.06
H -0.824 1.177 4.027 -0.06 0.15 -0.13
H -1.684 1.537 2.500 -0.03 0.03 0.06
H 1.091 -0.923 -3.054 0.10 0.04 0.03
H 0.892 -2.185 -5.146 0.11 0.00 -0.08
H -2.085 -3.763 -6.127 0.11 0.07 0.05
H -3.182 -3.075 -4.247 -0.08 -0.04 -0.02
H -2.983 -1.817 -2.130 -0.09 -0.01 0.06
H 2.017 -0.797 -1.182 -0.02 0.05 0.16
H 2.001 -0.675 0.584 0.01 -0.06 -0.14
H 0.823 -2.968 -1.068 0.06 0.07 0.16
H -0.349 -3.422 0.936 -0.05 0.05 0.04
H 0.577 -2.197 1.814 -0.07 0.02 0.03
H 1.595 -4.139 2.769 -0.02 -0.05 0.06
H 1.349 -5.082 1.285 0.03 -0.04 0.04
H 3.678 -4.429 1.017 0.00 0.06 0.06
H 3.359 -2.824 1.729 0.01 -0.08 -0.01
```
Forces are in eV/Å.

Values from the calculation:
Spin multiplicity ... 1
HOMO-LUMO gap ... 8.75 eV
Highest occupied orbital energy ... -0.300 Eh
SMILES ... CCN(CC)C(=O)CSc1nnc(-c2ccc(O)cc2)n1C[C@@H]1CCCO1

***

Formula: C19H26N4O6S2
Source: the Open Molecules 2025 dataset
Level of theory: wB97M-V/def2-TZVPD

Geometry as XYZ:
```
57
Properties=species:S:1:pos:R:3:forces:R:3
O 0.731 2.915 4.065 0.16 0.26 0.31
C 0.729 2.234 3.067 0.12 0.12 -0.61
C 1.592 2.632 1.842 0.05 0.28 0.83
N 1.207 1.969 0.633 -0.05 -0.34 -0.51
C 1.460 0.660 0.367 0.16 -0.35 -0.36
C 0.716 0.272 -0.722 0.06 -0.55 0.12
S 0.735 -1.430 -1.226 0.31 0.43 0.74
O 1.056 -2.142 -0.014 0.35 -0.07 -0.15
O -0.498 -1.779 -1.867 0.25 0.13 -0.28
N 2.067 -1.464 -2.226 -0.74 0.12 0.73
C 1.732 -1.213 -3.620 -0.28 0.18 -0.66
C 1.437 -2.599 -4.193 0.04 0.07 -0.04
C 2.422 -3.512 -3.449 0.00 0.02 -0.05
C 2.830 -2.705 -2.200 0.38 -0.61 0.32
C -0.023 1.403 -1.131 -0.47 0.23 -0.58
S -1.154 1.621 -2.492 0.02 0.59 -0.15
O -1.116 3.024 -2.787 -0.09 0.02 0.33
O -0.814 0.698 -3.530 -0.19 -0.29 0.27
N -2.689 1.292 -1.963 0.94 0.23 -0.66
C -3.164 2.142 -0.892 -0.16 0.54 0.45
C -2.966 1.346 0.414 -0.09 0.02 0.03
C -2.795 -0.114 -0.044 -0.07 -0.07 -0.05
C -2.981 -0.070 -1.571 -0.01 -0.76 0.04
C 0.304 2.424 -0.272 -0.23 0.10 -0.34
N 0.002 1.115 2.904 -0.25 -0.51 -0.13
C -0.739 0.487 3.977 -0.12 -0.01 0.34
C -0.210 -0.886 4.255 0.15 -0.12 -0.77
C 0.239 -1.875 3.426 -0.24 0.55 0.34
C 0.619 -2.948 4.271 -0.05 0.04 0.57
C 0.372 -2.533 5.541 0.30 -0.74 -0.42
O -0.127 -1.284 5.542 -0.22 0.43 0.20
H 1.515 3.715 1.721 0.01 -0.16 0.01
H 2.630 2.390 2.092 -0.10 0.06 -0.09
H 2.152 0.073 0.937 0.13 -0.07 0.22
H 0.883 -0.535 -3.683 0.17 0.04 -0.17
H 2.605 -0.760 -4.098 -0.06 0.03 0.03
H 1.563 -2.635 -5.273 -0.05 -0.01 -0.04
H 0.409 -2.863 -3.947 0.01 -0.01 -0.08
H 1.961 -4.460 -3.177 0.04 -0.05 -0.02
H 3.298 -3.722 -4.063 0.00 -0.06 0.02
H 2.613 -3.217 -1.263 0.23 -0.08 -0.08
H 3.892 -2.446 -2.223 -0.11 -0.03 0.04
H -4.225 2.341 -1.065 0.10 0.04 -0.01
H -2.621 3.084 -0.926 -0.20 0.10 0.10
H -2.086 1.696 0.952 -0.04 -0.01 0.04
H -3.829 1.464 1.067 0.02 0.04 0.05
H -3.526 -0.775 0.417 0.04 -0.07 0.04
H -1.801 -0.495 0.193 -0.05 -0.02 0.05
H -4.017 -0.284 -1.846 0.07 0.02 -0.01
H -2.316 -0.751 -2.097 -0.27 -0.04 0.01
H -0.041 3.438 -0.279 -0.06 0.24 0.05
H 0.126 0.546 2.078 0.00 0.21 0.04
H -0.635 1.109 4.870 -0.08 -0.06 -0.13
H -1.799 0.440 3.698 0.12 0.05 0.13
H 0.305 -1.871 2.355 -0.03 0.10 -0.26
H 1.017 -3.891 3.962 0.10 -0.24 0.02
H 0.499 -3.008 6.493 -0.01 0.02 0.17
```
Forces are in eV/Å.

Values from the calculation:
Spin multiplicity ... 1
HOMO-LUMO gap ... 9.25 eV
Highest occupied orbital energy ... -0.323 Eh
SMILES ... O=C(Cn1cc(S(=O)(=O)N2CCCC2)c(S(=O)(=O)N2CCCC2)c1)NCc1ccco1

***

Formula: C19H26N4OsS9
Source: the Open Molecules 2025 dataset
Level of theory: wB97M-V/def2-TZVPD

Geometry as XYZ:
```
59
Properties=species:S:1:pos:R:3:forces:R:3
Os 0.471 0.186 0.172 0.00 0.34 0.30
C -3.027 2.516 -1.139 0.03 -0.03 0.02
C -1.818 2.375 -2.048 0.00 0.00 0.03
S -0.182 2.196 -1.296 0.02 0.03 -0.07
C -0.048 3.515 -0.064 0.03 -0.05 0.00
C -0.693 3.285 1.308 -0.01 0.00 -0.02
S -0.548 1.592 1.978 0.01 0.00 -0.06
C -2.254 1.085 2.381 0.03 0.00 -0.02
C -3.418 1.537 1.511 0.01 0.01 -0.02
S -3.464 1.007 -0.223 -0.01 0.09 0.01
H -3.887 2.734 -1.774 -0.02 0.00 -0.01
H -2.930 3.350 -0.446 0.00 -0.02 0.00
H -1.757 3.243 -2.707 0.00 0.00 0.01
H -1.893 1.481 -2.667 0.00 0.02 -0.04
H -0.440 4.436 -0.498 0.00 0.00 -0.01
H 1.027 3.653 0.045 0.00 -0.01 0.00
H -1.750 3.534 1.298 -0.02 -0.02 0.00
H -0.221 3.949 2.031 0.01 0.01 0.02
H -2.433 1.430 3.400 0.00 0.03 0.00
H -2.192 -0.003 2.422 0.00 -0.02 0.03
H -3.551 2.618 1.529 -0.02 0.00 0.00
H -4.319 1.123 1.966 -0.01 -0.03 -0.01
C -2.741 -4.728 -3.207 0.00 -0.01 -0.03
C -2.185 -3.353 -3.054 0.01 0.05 0.02
C -1.719 -2.611 -4.141 -0.01 -0.01 0.00
C -1.208 -1.354 -3.896 0.00 -0.03 -0.05
N -1.144 -0.834 -2.663 0.05 0.08 0.02
C -1.615 -1.618 -1.710 0.00 -0.02 0.04
S -1.537 -1.037 -0.021 -0.04 -0.23 -0.14
N -2.131 -2.828 -1.823 -0.09 -0.06 0.06
H -3.516 -4.744 -3.975 0.01 0.00 0.00
H -3.157 -5.078 -2.266 0.00 0.00 0.01
H -1.955 -5.415 -3.528 -0.02 0.02 0.01
H -1.762 -3.009 -5.146 0.02 0.01 0.02
H -0.832 -0.735 -4.702 0.00 0.00 0.00
C 2.691 1.180 2.908 0.02 0.02 -0.01
C 3.050 1.431 1.488 0.08 -0.06 -0.02
N 2.313 1.212 0.394 -0.10 0.02 0.05
C 3.087 1.581 -0.701 0.02 0.00 -0.04
C 4.283 2.028 -0.260 0.03 0.00 0.00
N 4.236 1.928 1.112 -0.05 -0.01 -0.01
H 1.919 0.420 2.981 0.00 -0.03 0.00
H 2.328 2.091 3.389 0.00 -0.02 -0.02
H 3.568 0.834 3.457 -0.01 0.01 -0.01
H 2.731 1.470 -1.711 0.01 0.01 0.04
H 5.153 2.382 -0.786 -0.03 0.00 0.02
H 4.994 2.134 1.745 0.01 -0.01 -0.01
C -0.024 -4.002 1.549 0.04 -0.03 0.05
S 0.489 -2.587 2.563 -0.04 -0.01 0.00
C 2.123 -2.294 1.986 0.06 0.06 -0.14
C 2.503 -1.942 0.737 -0.04 -0.03 0.11
S 1.431 -1.704 -0.646 0.05 -0.15 -0.08
S 4.194 -1.577 0.507 0.01 -0.02 0.05
C 4.654 -1.667 2.190 0.02 0.00 0.01
S 6.108 -1.209 2.745 -0.02 0.01 -0.01
S 3.384 -2.330 3.189 0.00 0.04 -0.06
H -0.725 -4.571 2.156 -0.01 0.02 -0.02
H 0.845 -4.621 1.335 -0.02 0.00 0.02
H -0.504 -3.684 0.628 0.00 0.02 -0.05
```
Forces are in eV/Å.

Values from the calculation:
Charge ... +2
Spin multiplicity ... 5
HOMO-LUMO gap (alpha / beta) ... 7.48 / 4.60 eV
Highest occupied orbital energy (alpha / beta) ... -0.475 / -0.476 Eh

***

Formula: C19H26N4PbSSb2Se4
Source: the Open Molecules 2025 dataset
Level of theory: wB97M-V/def2-TZVPD

Geometry as XYZ:
```
57
Properties=species:S:1:pos:R:3:forces:R:3
Pb 9.808 11.609 10.830 -0.83 1.31 0.27
N 13.381 9.491 13.340 -0.51 -0.77 2.20
C 12.511 10.022 12.463 -1.06 -0.11 -0.18
S 10.856 10.010 13.045 0.94 0.32 0.24
N 13.081 10.337 11.306 0.14 -0.01 -0.13
N 12.310 10.932 10.387 0.89 -0.53 -2.45
C 12.710 10.883 9.101 -1.13 1.13 3.14
C 13.942 10.260 8.643 0.31 -1.30 -0.34
C 15.164 10.616 9.212 -0.19 -0.38 0.49
C 16.299 9.893 8.899 -1.34 -1.50 -2.58
C 16.240 8.822 7.937 -0.93 1.10 0.83
C 14.996 8.504 7.307 1.07 0.54 0.58
C 13.852 9.221 7.674 0.56 0.75 0.19
C 11.841 11.502 8.120 -1.95 1.26 -3.11
C 12.229 11.614 6.730 0.49 -0.57 2.58
C 11.296 11.854 5.757 0.75 0.22 -0.64
C 10.011 12.164 6.105 -1.99 0.28 -1.72
C 9.668 12.161 7.437 -0.63 0.23 0.70
N 10.556 11.890 8.392 0.98 -1.27 0.53
H 12.988 9.077 14.214 0.65 0.66 -1.46
H 14.294 9.257 13.033 0.61 -0.13 -0.23
H 15.201 11.389 9.989 -0.09 -0.21 -0.51
H 17.239 10.250 9.175 1.44 0.22 0.89
H 17.187 8.311 7.737 -0.52 0.00 -0.28
H 14.965 7.765 6.497 -0.05 0.17 0.47
H 12.886 9.104 7.156 0.59 -0.31 0.42
H 13.278 11.468 6.532 0.03 -0.19 -0.47
H 11.616 11.782 4.720 -0.15 0.28 0.08
H 9.222 12.403 5.313 1.19 -0.44 1.34
H 8.613 12.334 7.753 0.94 0.19 -0.13
Se 6.943 14.807 7.992 0.29 -0.34 0.32
Sb 7.325 14.095 10.348 -1.91 0.79 -0.72
Se 6.963 11.605 10.506 0.14 -0.31 -0.14
Se 9.566 14.706 11.064 1.09 -0.89 0.21
Se 5.665 15.126 11.819 0.19 -0.11 0.02
C 11.900 5.309 11.475 1.82 0.45 -1.44
C 10.431 5.515 11.687 -2.07 -0.54 -2.13
Sb 9.883 7.602 10.976 -0.04 -0.75 -0.57
C 8.041 7.772 12.083 0.20 -0.01 1.04
C 7.192 6.500 12.447 1.39 0.65 -1.07
C 8.764 7.407 8.998 -0.04 0.98 0.73
C 9.517 7.049 7.739 1.32 -0.40 -0.10
H 12.417 6.256 11.095 -0.68 -1.16 0.08
H 12.183 4.463 10.746 -0.51 1.20 1.12
H 12.432 5.168 12.392 0.33 -0.54 0.76
H 9.996 5.310 12.665 0.45 0.29 0.23
H 9.867 4.783 11.015 0.52 0.93 0.68
H 7.511 8.485 11.461 -0.49 0.05 -0.04
H 8.263 8.319 13.011 0.14 -0.02 -0.34
H 7.637 5.651 11.889 -0.71 0.12 0.36
H 6.206 6.754 12.080 -0.47 -0.62 0.21
H 7.203 6.270 13.522 -0.08 0.17 -0.41
H 8.421 8.488 8.869 -0.05 -1.38 0.45
H 7.937 6.724 9.188 -0.30 0.23 -0.13
H 10.354 7.759 7.598 -0.47 -0.01 -0.21
H 8.889 7.022 6.832 0.20 0.15 0.33
H 10.056 6.083 7.804 -0.48 0.12 0.04
```
Forces are in eV/Å.

Values from the calculation:
Charge ... -2
Spin multiplicity ... 1
HOMO-LUMO gap ... 4.65 eV
Highest occupied orbital energy ... -0.036 Eh

***

Which energy above the lowest of the compared OMol25 structures with the same formula, charge and spin belongs to each record? In order, 2.4098, 1.9810, 0.0785, 1.5016 eV.